Computed, not measured: a structure of composition C26H28N5Pd, with the ωB97M-V functional and the def2-TZVPD basis.

Values from the calculation:
E_LUMO (spin up / spin down)   -4.69 / -4.68 eV
Energy   -38338.6740 eV
HOMO energy (spin up / spin down)   -10.407 / -10.335 eV
Multiplicity   1
HOMO-LUMO gap (spin up / spin down)   5.716 / 5.656 eV
Energy relative to the best compared isomer or geometry (same formula, charge and spin)   40.8 kcal per mole
Total charge   +1

```
60
Properties=species:S:1:pos:R:3:forces:R:3
Pd 0.8742 0.2622 -0.3422 -0.690 1.271 -1.347
C 1.4681 1.5713 -3.0127 0.158 -0.038 -0.137
N 0.3288 1.7645 -2.1106 0.029 -0.259 0.200
C 0.1871 3.2062 -1.8849 0.011 0.286 0.130
C -0.8721 1.2045 -2.7603 -0.244 -0.300 0.040
C -0.9937 -0.2769 -2.4896 0.005 0.299 -0.176
C -1.8263 -1.0580 -3.2856 0.057 0.004 0.142
C -2.0390 -2.3909 -2.9848 -0.109 -0.031 -0.047
C -1.4239 -2.9589 -1.8831 0.086 0.009 0.042
C -0.5668 -2.2011 -1.0943 -0.027 -0.331 0.125
C -0.3589 -0.8762 -1.4061 0.605 0.367 0.494
H 1.3540 2.1912 -3.9110 -0.026 -0.033 0.008
H 1.4994 0.5251 -3.3102 0.100 0.040 0.039
H 2.3941 1.8629 -2.5133 -0.050 -0.127 -0.019
H 0.1581 3.7479 -2.8393 -0.012 -0.049 0.055
H 1.0389 3.5743 -1.3081 -0.064 -0.036 -0.065
H -0.7325 3.4504 -1.3492 0.049 -0.096 0.028
H -0.8515 1.3996 -3.8423 -0.001 0.039 0.125
H -1.7705 1.6978 -2.3704 0.201 0.065 0.029
H -2.3266 -0.6044 -4.1288 -0.040 0.032 -0.126
H -2.6984 -2.9815 -3.6022 -0.042 -0.055 -0.048
H -1.6048 -3.9911 -1.6300 -0.006 -0.147 0.010
H -0.0850 -2.6608 -0.2386 -0.017 0.051 -0.038
C -0.3286 -1.6507 4.8137 -0.010 0.129 -0.173
C -0.6619 -0.5537 4.0300 -0.040 -0.114 0.263
C -0.0167 -0.3360 2.8302 0.393 0.184 -0.525
C 0.9589 -1.2311 2.3756 -0.328 -0.659 1.797
C 1.3128 -2.3243 3.1872 -0.047 0.150 -0.132
C 0.6679 -2.5221 4.3894 0.092 -0.141 0.013
N 1.5804 -1.0162 1.1645 1.878 -1.729 -2.480
N 2.4473 -1.8975 0.8043 -2.502 0.533 4.184
C 3.1252 -1.8612 -0.3339 1.526 0.857 -3.747
C 4.0858 -2.8781 -0.5595 -0.989 0.566 0.788
C 4.8060 -2.8836 -1.7234 0.120 0.479 -0.839
C 4.5747 -1.8702 -2.6558 0.275 -0.651 0.439
C 3.6230 -0.9101 -2.3709 -0.161 0.166 0.200
N 2.8966 -0.8845 -1.2588 0.662 -0.830 0.371
H -0.8308 -1.8178 5.7563 -0.012 -0.006 0.017
H -1.4205 0.1365 4.3681 -0.040 0.100 -0.039
H -0.2419 0.5378 2.2321 -0.056 -0.157 0.030
H 2.1003 -2.9829 2.8515 -0.085 -0.067 0.091
H 0.9457 -3.3626 5.0089 0.014 -0.045 0.024
H 4.2221 -3.6302 0.1988 0.006 -0.090 0.142
H 5.5368 -3.6527 -1.9212 0.053 -0.057 0.023
H 5.1250 -1.8277 -3.5812 0.040 0.000 -0.108
H 3.4539 -0.1224 -3.0910 -0.058 0.058 0.022
N -1.4425 1.2492 0.4512 -0.444 0.303 0.052
C -2.2315 1.8962 1.4324 -0.160 0.161 -0.097
C -3.5076 1.4283 1.7234 0.112 0.016 0.026
C -4.2987 2.1032 2.6345 0.065 0.006 0.106
C -3.8169 3.2313 3.2790 -0.091 0.094 0.033
C -2.5366 3.6848 3.0063 -0.052 0.021 0.035
C -1.7425 3.0227 2.0894 0.037 -0.226 -0.138
H -1.9679 0.5182 -0.0258 0.268 0.328 -0.062
H -1.0408 1.9253 -0.1913 -0.329 -0.347 0.088
H -3.8869 0.5532 1.2141 -0.050 -0.074 -0.077
H -5.3004 1.7545 2.8267 -0.129 -0.055 0.068
H -4.4431 3.7688 3.9733 -0.055 0.024 0.096
H -2.1550 4.5666 3.4973 0.020 0.083 0.079
H -0.7451 3.3809 1.8724 0.105 0.029 -0.036
```
Forces are in eV/Å.

=====

Computed, not measured: a structure of composition C7H5O5S5Sc, with the ωB97M-V functional and the def2-TZVPD basis.

Values from the calculation:
E_LUMO   -0.49 eV
Energy   -92458.5091 eV
HOMO energy   -7.851 eV
Multiplicity   1
HOMO-LUMO gap   7.361 eV
Energy relative to the best compared isomer or geometry (same formula, charge and spin)   0.0 kcal per mole
Total charge   0

```
23
Properties=species:S:1:pos:R:3:forces:R:3
Sc -0.4495 0.2141 -0.8233 -0.053 0.141 0.041
O 3.0601 2.5010 -1.7615 -0.006 -0.025 0.062
C 2.1767 1.6171 -1.3628 -0.010 0.013 -0.148
O 1.0369 1.5755 -1.8004 -0.013 -0.013 0.119
C 2.6767 0.6586 -0.3194 -0.068 0.038 -0.015
O 1.7463 -0.3993 -0.2578 0.036 -0.079 0.000
C 1.6054 -0.9646 1.0682 0.061 -0.011 0.010
C 0.6237 -0.1180 1.8926 -0.032 0.048 0.046
O 0.7066 -0.1008 3.0927 0.003 -0.015 -0.010
O -0.2502 0.5111 1.1485 0.048 -0.059 -0.069
H 2.6421 3.1001 -2.4027 0.010 0.009 -0.008
H 2.7380 1.2059 0.6288 -0.001 0.000 -0.001
H 3.6745 0.3022 -0.5829 0.004 0.001 0.008
H 2.5745 -1.0365 1.5586 -0.004 -0.002 -0.008
H 1.1922 -1.9621 0.9226 0.000 0.001 0.014
S -5.3866 -1.6080 2.2375 -0.022 -0.009 0.028
C -4.3096 -1.2474 1.0696 0.030 -0.003 -0.030
S -4.2247 0.2896 0.2726 0.002 -0.010 0.006
C -2.9305 -0.0795 -0.8553 -0.019 -0.035 0.002
C -2.4015 -1.3400 -0.7507 -0.013 0.055 0.021
S -1.0147 -1.9949 -1.5979 0.022 -0.057 -0.021
S -3.1030 -2.3563 0.4964 -0.022 0.005 0.010
S -2.3835 1.2319 -1.8737 0.046 0.007 -0.055
```
Forces are in eV/Å.

=====

Computed, not measured: an isolated molecule of C10H11NO2, with the ωB97M-V functional and the def2-TZVPD basis.

Values from the calculation:
E_LUMO   0.91 eV
Energy   -16125.7863 eV
SMILES   NC1Cc2cc3c(cc2C1)OCO3
HOMO energy   -8.102 eV
Multiplicity   1
HOMO-LUMO gap   9.013 eV
Energy relative to the best compared isomer or geometry (same formula, charge and spin)   196.1 kcal per mole
Total charge   0

```
24
Properties=species:S:1:pos:R:3:forces:R:3
N -3.9924 -0.1531 0.0210 1.666 -3.082 0.697
C -2.3577 0.0750 0.2907 -6.109 0.813 1.139
C -1.6843 -1.1037 -0.1990 0.629 -5.322 -4.020
C -0.3282 -0.6117 -0.1723 4.751 3.318 1.131
C 0.9867 -1.2649 -0.1779 -4.717 -4.689 -0.165
C 2.1350 -0.6173 -0.1387 2.399 -1.230 0.593
C 2.2121 0.7549 -0.1786 5.783 -2.702 -0.183
C 1.1484 1.4110 -0.1082 -10.322 7.533 3.558
C -0.2574 0.8198 -0.0683 0.998 -1.197 -1.433
C -1.8105 1.4114 -0.1956 0.786 1.082 3.286
O 3.5085 1.1983 -0.1039 2.046 -1.947 0.777
C 4.3980 -0.1012 0.1022 -6.395 -0.353 -5.395
O 3.3690 -1.1769 0.2363 0.608 1.485 -0.364
H -4.8193 0.5075 0.1248 2.097 -1.216 0.472
H -4.1777 -1.2785 0.2505 0.151 4.515 -0.649
H -2.0632 0.1160 1.4297 -1.069 -0.360 -1.908
H -1.5822 -1.4819 -1.4239 -1.656 1.507 2.716
H -2.0279 -2.1596 0.2412 1.151 2.491 -0.253
H 0.8404 -2.4586 -0.1862 1.112 2.788 0.233
H 1.0043 2.5003 0.5230 1.253 -2.543 -2.691
H -2.0953 1.9815 -1.1598 0.453 -1.547 1.478
H -2.3044 2.0397 0.8407 2.141 -0.747 -3.361
H 4.9138 -0.3792 -0.8393 -0.087 0.897 0.506
H 4.9844 -0.0288 0.8915 2.331 0.505 3.834
```
Forces are in eV/Å.

=====

Computed, not measured: a cluster of 3 separate species, C17H33IO9S in total, with the ωB97M-V functional and the def2-TZVPD basis.

Values from the calculation:
E_LUMO   0.40 eV
Energy   -55526.4361 eV
HOMO energy   -9.304 eV
Multiplicity   1
HOMO-LUMO gap   9.706 eV
Total charge   0

```
61
Properties=species:S:1:pos:R:3:forces:R:3
C -0.0141 -0.7666 3.3877 -0.255 -0.216 -0.019
C -0.8122 -0.3606 2.1671 0.032 -0.339 0.182
O -0.0657 0.2714 1.1032 0.274 0.275 0.210
C 1.2541 0.5228 1.2984 1.101 -0.917 -0.188
O 2.1012 -0.2941 0.9949 -0.835 0.661 0.268
C 1.6238 1.8881 1.8197 -0.077 0.019 -0.390
C 1.0468 3.0093 0.9396 -0.293 -0.157 0.116
C 0.3733 4.1429 1.7070 0.444 -0.086 -0.315
O -1.0520 4.0361 1.5678 -0.300 0.393 0.520
S -1.7630 3.8320 3.0307 -0.357 -0.407 -0.416
O -1.4284 2.4649 3.3839 0.215 -0.079 0.439
O -3.2849 3.8194 2.5248 0.541 0.235 -0.139
C -3.7857 2.6709 1.8266 -0.696 0.062 -0.392
C -3.5912 2.6088 0.3042 0.358 -0.448 0.188
C -2.4375 1.7176 -0.1399 -0.347 0.225 0.093
I -3.5414 4.5322 -0.6257 -0.094 -0.004 -0.074
H -0.7268 -1.1933 4.0924 -0.064 -0.010 0.081
H 0.4575 0.0692 3.8938 0.153 0.112 -0.029
H 0.7016 -1.5510 3.1586 0.259 0.086 -0.028
H -1.6024 0.3174 2.4700 -0.031 0.145 -0.119
H -1.2435 -1.2580 1.7313 -0.163 -0.025 -0.129
H 1.2633 1.9739 2.8425 -0.157 -0.002 0.100
H 2.7071 1.9270 1.8255 0.128 0.002 0.165
H 0.2789 2.5839 0.2957 0.112 0.090 -0.086
H 1.8089 3.4085 0.2780 0.203 0.033 0.006
H 0.6495 4.1107 2.7607 0.077 0.032 0.140
H 0.6934 5.1047 1.3172 -0.225 0.185 -0.076
H -3.4062 1.7597 2.2806 0.213 -0.044 0.050
H -4.8562 2.6988 2.0089 -0.048 0.179 0.206
H -4.4994 2.1532 -0.0793 -0.146 0.116 -0.081
H -1.4682 2.1333 0.1112 -0.171 -0.046 -0.070
H -2.5523 0.7653 0.3802 0.092 -0.058 -0.008
H -2.5267 1.4954 -1.1980 0.094 0.186 0.075
O -2.8389 0.1953 -2.9005 -0.193 -0.137 -0.054
C -1.6940 0.3861 -3.2021 0.216 0.155 -0.227
O -0.7491 -0.4195 -2.6862 -0.094 -0.213 0.040
C 0.6165 -0.3974 -3.1100 0.214 0.094 -0.013
C 1.4202 0.6618 -2.3870 -0.140 0.175 0.025
C -1.2847 1.5472 -4.0783 0.025 -0.181 -0.251
H 0.6836 -0.2972 -4.1943 -0.050 0.032 0.000
H 0.9957 -1.3868 -2.8626 -0.052 -0.035 0.036
H 1.0523 1.6643 -2.6120 0.034 -0.004 -0.076
H 2.4707 0.6101 -2.6743 0.003 -0.038 0.006
H 1.3425 0.5173 -1.3120 0.053 -0.107 -0.005
H -1.1677 2.4285 -3.4478 0.002 0.027 0.038
H -2.0864 1.7330 -4.7877 -0.087 0.046 0.102
H -0.3673 1.3856 -4.6390 0.043 0.042 0.102
O 3.9252 -6.8714 -1.6812 0.133 -0.087 -0.056
C 3.0690 -6.1285 -1.2941 -0.147 -0.040 0.188
O 3.2350 -4.8034 -1.4650 0.078 0.095 -0.176
C 2.2041 -3.8490 -1.1952 -0.128 0.126 0.096
C 2.1718 -3.4241 0.2557 0.050 -0.276 0.091
C 1.8445 -6.6344 -0.5647 -0.189 0.008 -0.234
H 1.2374 -4.2224 -1.5380 0.014 -0.015 0.016
H 2.4525 -2.9941 -1.8223 0.074 -0.020 -0.032
H 1.9424 -4.2652 0.9126 -0.049 -0.008 -0.040
H 1.4249 -2.6490 0.4083 0.001 0.082 -0.018
H 3.1412 -3.0276 0.5529 -0.009 0.083 -0.017
H 2.0914 -6.7390 0.4908 0.000 0.016 0.031
H 1.5976 -7.6149 -0.9624 0.113 -0.053 0.050
H 0.9678 -5.9990 -0.6631 0.052 0.035 0.100
```
Forces are in eV/Å.

=====

Computed, not measured: a cluster of 2 separate species, C3H8O2S in total, with the ωB97M-V functional and the def2-TZVPD basis.

Values from the calculation:
E_LUMO   6.19 eV
Energy   -18169.0073 eV
HOMO energy   0.644 eV
Multiplicity   1
HOMO-LUMO gap   5.547 eV
Energy relative to the best compared isomer or geometry (same formula, charge and spin)   10.4 kcal per mole
Total charge   -2

```
14
Properties=species:S:1:pos:R:3:forces:R:3
C -0.6930 0.0412 0.1794 -0.261 0.182 -0.394
O -1.1777 -0.2767 -1.0612 -0.022 -0.591 0.354
C 0.6947 -0.5943 0.5082 -1.550 -0.131 -0.499
C 1.3965 0.0522 1.6710 1.067 0.116 -0.083
S 2.8806 -0.8564 2.3051 -0.019 0.012 0.115
H -1.3616 -0.2757 1.0171 -0.190 -0.055 0.004
H -0.6693 1.1566 0.2849 0.472 0.003 0.261
H 0.4765 -1.6411 0.7495 0.161 -0.036 0.029
H 1.1584 -0.6210 -0.4824 0.755 0.248 0.362
H 1.7500 1.0505 1.3879 -0.173 0.030 -0.036
H 0.7005 0.1925 2.5006 -0.180 -0.062 -0.029
H -1.6140 -0.0359 -2.5332 -0.043 0.594 0.113
H -1.6397 1.3605 -3.1396 -0.260 -1.000 -0.193
O -1.9019 0.4476 -3.3872 0.242 0.690 -0.007
```
Forces are in eV/Å.